Entry 1:
Density functional theory data (ωB97M-V with the def2-TZVPD basis set) for a cluster of 3 separate species, C4H13N2O in total.

LUMO level (alpha / beta), eV: -13.1701 / -14.6160
Kohn-Sham gap (alpha / beta), eV: 3.599 / 2.153
Charge: +2
F_max, eV/A: 4.06
Energy relative to the best compared isomer or geometry (same formula, charge and spin), kcal per mole: 167.65
E_tot, Eh: -344.0373
Multiplicity: 2

Element x y z (Å)
C 2.42 1.39 0.84
C 2.33 -0.06 0.33
C 0.97 -0.37 -0.21
C 0.14 -1.33 0.47
N -1.06 -1.75 0.02
N 0.51 0.30 -1.25
H 3.42 1.65 1.17
H 1.70 1.57 1.63
H 2.15 2.09 0.03
H 3.07 -0.21 -0.47
H 2.55 -0.77 1.14
H 0.53 -1.85 1.34
H -1.19 -1.47 -0.96
H -1.86 -1.48 0.60
H -11.85 2.18 1.99
H -11.95 1.64 1.48
H 1.23 0.42 -1.98
H -1.06 0.80 -0.90
H -2.45 1.57 -0.96
O -1.97 0.84 -0.50


Entry 2:
Density functional theory data (ωB97M-V with the def2-TZVPD basis set) for a cluster of 2 separate species, C4H13N2O in total.

LUMO level (alpha / beta), eV: -8.3928 / -11.9278
Kohn-Sham gap (alpha / beta), eV: 10.818 / 8.160
Charge: +2
F_max, eV/A: 7.54
Energy relative to the best compared isomer or geometry (same formula, charge and spin), kcal per mole: 64.14
E_tot, Eh: -344.2023
Multiplicity: 2

Element x y z (Å)
C 2.01 -1.21 -0.32
C 1.10 0.03 -0.11
C -0.29 -0.39 -0.05
C -0.84 -1.52 -0.60
N -2.18 -1.65 -0.37
N -1.13 0.68 0.62
H 1.68 -1.74 -1.22
H 1.74 -1.86 0.51
H 3.07 -1.07 -0.32
H 1.49 0.78 0.64
H 1.26 0.70 -1.02
H -0.25 -2.40 -0.87
H -2.71 -0.85 -0.04
H -2.81 -2.40 -0.72
H -2.01 0.54 0.58
H -1.06 0.76 1.67
H -0.85 1.66 0.15
H 0.25 3.82 0.08
H 1.20 3.11 0.76
O 0.31 3.01 0.61


Entry 3:
Density functional theory data (ωB97M-V with the def2-TZVPD basis set) for a cluster of 2 separate species, C4H13N2O in total.

LUMO level (alpha / beta), eV: -9.6201 / -14.4064
Kohn-Sham gap (alpha / beta), eV: 10.186 / 5.257
Charge: +2
F_max, eV/A: 2.63
Energy relative to the best compared isomer or geometry (same formula, charge and spin), kcal per mole: 72.54
E_tot, Eh: -344.1889
Multiplicity: 2

Element x y z (Å)
C 0.85 -1.13 1.98
C 0.55 0.28 1.59
C -0.76 0.36 0.82
N -2.41 0.55 -1.58
C -1.17 0.14 -1.67
N -0.41 -0.03 -0.58
H 1.64 -1.23 2.71
H -0.03 -1.68 2.34
H 1.20 -1.78 1.17
H 1.36 0.69 0.98
H 0.53 0.98 2.42
H -1.09 1.39 0.71
H -1.51 -0.35 1.20
H -2.87 0.60 -2.50
H -2.85 1.19 -0.90
H -0.82 -0.22 -2.62
H 0.57 -0.36 -0.57
H 2.77 0.88 -1.51
H 2.37 -0.48 -2.32
O 2.09 0.19 -1.67


Entry 4:
Density functional theory data (ωB97M-V with the def2-TZVPD basis set) for a cluster of 2 separate species, C4H13N2O in total.

LUMO level (alpha / beta), eV: -9.7464 / -13.9277
Kohn-Sham gap (alpha / beta), eV: 9.316 / 4.575
Charge: +2
F_max, eV/A: 4.54
Energy relative to the best compared isomer or geometry (same formula, charge and spin), kcal per mole: 95.22
E_tot, Eh: -344.1527
Multiplicity: 2

Element x y z (Å)
C -1.04 -1.48 0.04
C -1.36 -0.16 -0.70
C -0.44 0.97 -0.56
C -0.20 2.12 -1.25
N 0.07 1.10 0.92
N 0.33 -1.83 -0.36
H -1.14 -1.32 1.11
H -1.72 -2.22 -0.39
H -2.36 0.20 -0.31
H -1.39 -0.38 -1.79
H -0.22 2.29 -2.34
H 0.27 3.04 -0.93
H 0.38 0.18 1.30
H -0.74 1.42 1.46
H 0.85 1.76 0.93
H 0.57 -2.72 0.06
H 0.33 -1.99 -1.37
H 1.82 -0.90 0.60
H 2.51 -0.66 1.99
O 1.86 -0.28 1.35


Entry 5:
Density functional theory data (ωB97M-V with the def2-TZVPD basis set) for a cluster of 2 separate species, C4H13N2O2 in total.

LUMO level, eV: 3.9737
Kohn-Sham gap, eV: 7.392
Charge: -1
F_max, eV/A: 4.74
Energy relative to the best compared isomer or geometry (same formula, charge and spin), kcal per mole: 60.56
E_tot, Eh: -420.1223
Multiplicity: 1

Element x y z (Å)
N -0.76 -1.59 1.64
C -0.50 -0.73 0.48
C -0.51 0.72 0.91
C -1.46 1.50 -0.08
O -0.71 2.08 -1.11
C 1.06 -1.09 0.12
N 1.27 -1.58 -1.22
H -0.10 -2.42 1.53
H -1.63 -2.11 1.53
H -1.14 -0.96 -0.41
H -1.04 1.02 1.92
H 0.52 1.19 1.09
H -2.13 0.87 -0.63
H -1.84 2.41 0.39
H 1.92 -0.38 0.34
H 1.29 -1.92 0.79
H 0.50 -2.10 -1.46
H 1.29 -0.71 -1.92
H 1.74 2.61 -1.37
H 0.52 1.54 -1.16
O 1.69 1.65 -1.36


Entry 6:
Density functional theory data (ωB97M-V with the def2-TZVPD basis set) for a cluster of 2 separate species, C4H13N2O2 in total.

LUMO level (alpha / beta), eV: 0.7135 / 0.5945
Kohn-Sham gap (alpha / beta), eV: 3.814 / 10.649
Charge: 0
F_max, eV/A: 1.63
Energy relative to the best compared isomer or geometry (same formula, charge and spin), kcal per mole: 21.30
E_tot, Eh: -420.0751
Multiplicity: 2

Element x y z (Å)
O -0.17 -0.08 1.52
C -0.09 -0.80 0.53
N 0.49 -2.02 0.57
C 0.54 -2.97 -0.51
C -0.52 -0.22 -0.81
N -0.18 1.20 -0.89
C 1.13 1.42 -1.56
H 0.61 -2.45 1.47
H 1.39 -3.65 -0.45
H -0.27 -3.67 -0.50
H 0.48 -2.55 -1.51
H -0.07 -0.72 -1.65
H -1.62 -0.32 -0.87
H -0.09 1.71 0.01
H -0.93 1.72 -1.50
H 1.55 2.39 -1.35
H 0.99 1.24 -2.63
H 1.85 0.69 -1.21
H -0.68 3.06 2.14
H -1.55 1.91 1.51
O -1.02 2.69 1.31


Entry 7:
Density functional theory data (ωB97M-V with the def2-TZVPD basis set) for a cluster of 2 separate species, C4H13N2O2 in total.

LUMO level, eV: -3.1991
Kohn-Sham gap, eV: 9.437
Charge: +1
F_max, eV/A: 4.94
Energy relative to the best compared isomer or geometry (same formula, charge and spin), kcal per mole: 76.49
E_tot, Eh: -419.9035
Multiplicity: 1

Element x y z (Å)
O 0.99 1.50 2.80
C 1.41 0.54 2.31
C 0.99 0.07 0.78
C -0.12 0.98 0.18
C -1.59 0.49 -0.08
N -1.58 -0.65 -1.00
N 0.53 -1.26 0.97
H 2.11 -0.15 2.87
H 1.81 0.12 0.08
H 0.35 1.54 -0.74
H -0.44 1.77 0.97
H -2.27 1.25 -0.43
H -1.99 0.12 0.95
H -1.15 -1.51 -0.53
H -0.75 -0.45 -1.68
H -2.46 -1.06 -1.53
H -0.19 -1.30 1.62
H 1.27 -1.87 1.26
H 1.35 -0.78 -3.20
H 0.88 0.75 -2.94
O 0.87 -0.10 -2.65


Entry 8:
Density functional theory data (ωB97M-V with the def2-TZVPD basis set) for a cluster of 2 separate species, C4H13N2O2 in total.

LUMO level, eV: -2.8637
Kohn-Sham gap, eV: 11.590
Charge: +1
F_max, eV/A: 2.48
Energy relative to the best compared isomer or geometry (same formula, charge and spin), kcal per mole: 28.92
E_tot, Eh: -419.9793
Multiplicity: 1

Element x y z (Å)
O 0.85 0.62 -1.77
C -0.36 0.52 -1.53
N -1.26 1.21 -2.20
C -0.73 -0.33 -0.31
N 0.55 -1.07 0.03
C 0.34 -2.00 1.16
C -1.22 0.57 0.82
H -1.01 1.66 -3.05
H -2.25 1.26 -2.01
H -1.41 -1.08 -0.71
H 0.84 -1.45 -0.87
H 1.20 -0.29 0.19
H 0.64 -3.00 0.86
H 0.85 -1.63 2.04
H -0.71 -2.09 1.43
H -2.14 1.10 0.63
H -1.17 -0.01 1.74
H -0.43 1.31 0.98
H 3.18 1.25 1.07
H 2.00 2.00 0.37
O 2.22 1.46 1.13